8 unconnected molecules or ions with the total composition C23H43F2N11O18S2Si, computed with the ωB97M-V functional and the def2-TZVPD basis.

Computed properties:
SMILES   CCC[Si@@](CCCSC(=S)n1ccnc1)(N(C(C)=O)C(C)=O)N(C(=O)F)C(=O)F.C[N+](=O)[O-].C[N+](=O)[O-].C[N+](=O)[O-].C[N+](=O)[O-].C[N+](=O)[O-].C[N+](=O)[O-].C[N+](=O)[O-]
Energy relative to the best compared isomer or geometry (same formula, charge and spin)   213.8 kJ/mol
E_LUMO   -0.048 Ha
Gap between HOMO and LUMO   7.8 eV

ORCA input file:
```
! RIJCOSX wB97M-V def2-TZVPD def2/J DEFGRID3
* xyz 0 1
C 4.290 -2.909 4.585
C 3.691 -2.386 3.202
C 2.160 -2.022 3.280
Si 1.581 -0.747 1.998
C -0.331 -0.703 2.159
C -1.012 0.505 1.377
C -1.845 1.491 2.281
S -3.556 1.803 1.621
C -4.662 1.193 2.971
S -5.182 2.243 4.101
N -4.960 -0.204 2.920
C -5.022 -0.899 4.105
C -5.289 -2.239 3.668
N -5.384 -2.218 2.289
C -5.169 -1.004 1.791
N 2.135 0.925 2.317
C 3.516 1.155 1.962
C 4.169 2.483 2.494
O 4.184 0.445 1.263
C 1.968 1.237 3.748
C 0.846 2.222 4.234
O 2.692 0.796 4.591
N 2.030 -1.396 0.381
C 2.021 -2.828 0.326
O 1.138 -3.541 0.601
F 3.192 -3.434 -0.153
C 1.260 -0.833 -0.688
O 1.588 0.088 -1.323
F 0.038 -1.435 -0.901
H 5.056 -2.167 4.919
H 4.794 -3.878 4.378
H 3.514 -3.060 5.366
H 4.354 -1.558 2.872
H 3.794 -3.224 2.465
H 1.866 -1.697 4.308
H 1.598 -2.978 3.104
H -0.518 -0.550 3.254
H -0.786 -1.664 1.819
H -1.668 0.099 0.573
H -0.191 1.056 0.844
H -1.340 2.483 2.221
H -1.859 1.156 3.340
H -4.859 -0.469 5.104
H -5.389 -3.100 4.345
H -5.154 -0.670 0.746
H 4.301 2.494 3.594
H 5.142 2.619 1.971
H 3.489 3.303 2.141
H 0.620 2.875 3.355
H -0.054 1.672 4.582
H 1.249 2.855 5.049
C 6.854 2.008 -0.794
N 6.246 3.346 -1.027
O 6.704 4.024 -1.927
O 5.328 3.667 -0.296
H 7.654 1.858 -1.514
H 7.242 1.996 0.222
H 6.071 1.264 -0.925
C 9.732 3.140 -4.705
N 9.994 2.236 -3.553
O 9.278 1.259 -3.432
O 10.908 2.540 -2.813
H 8.897 2.748 -5.273
H 9.498 4.123 -4.301
H 10.632 3.167 -5.313
C -7.032 1.524 -0.592
N -7.573 2.452 0.437
O -6.977 3.496 0.617
O -8.576 2.095 1.022
H -6.143 1.970 -1.029
H -6.791 0.587 -0.097
H -7.804 1.382 -1.345
C 7.585 3.859 -8.213
N 7.917 2.429 -7.969
O 7.065 1.605 -8.225
O 9.028 2.189 -7.527
H 6.574 3.920 -8.602
H 7.666 4.381 -7.262
H 8.302 4.243 -8.935
C 2.540 -2.949 -2.933
N 2.350 -3.197 -4.387
O 1.680 -4.159 -4.709
O 2.881 -2.415 -5.150
H 2.021 -3.715 -2.365
H 3.608 -2.984 -2.734
H 2.133 -1.964 -2.722
C -11.051 -0.825 1.156
N -11.245 -0.724 -0.316
O -10.253 -0.781 -1.019
O -12.386 -0.591 -0.712
H -9.991 -0.939 1.360
H -11.433 0.091 1.600
H -11.607 -1.693 1.501
C -10.920 -3.898 -2.898
N -10.641 -4.801 -1.748
O -11.332 -5.795 -1.635
O -9.738 -4.476 -1.002
H -11.744 -4.309 -3.473
H -11.180 -2.923 -2.492
H -10.017 -3.845 -3.501
*
```


A molecular structure, C23H44IrNO3P3, computed with the ωB97M-V functional and the def2-TZVPD basis.

Computed properties:
Expectation value of S²   8.7887
E_LUMO (alpha / beta)   -0.405 / -0.580 Ha
Gap between HOMO and LUMO (alpha / beta)   5.8 / 4.6 eV

ORCA input file:
```
! RIJCOSX wB97M-V def2-TZVPD def2/J DEFGRID3
* xyz 4 6
P -0.541 -1.791 2.508
C -0.490 -0.481 3.773
H -0.661 -0.892 4.776
H -1.237 0.286 3.534
H 0.496 0.000 3.724
C -2.179 -2.561 2.710
H -2.241 -3.438 2.056
H -2.935 -1.842 2.369
H -2.358 -2.843 3.752
C 0.601 -3.043 3.206
H 0.209 -3.458 4.142
H 1.580 -2.574 3.374
H 0.746 -3.845 2.471
P 3.078 -1.376 -1.875
C 3.857 0.120 -1.195
H 4.872 0.255 -1.604
H 3.917 0.048 -0.100
H 3.236 0.990 -1.447
C 4.096 -2.770 -1.301
H 3.740 -3.705 -1.742
H 4.000 -2.847 -0.210
H 5.154 -2.623 -1.553
C 3.211 -1.255 -3.682
H 4.236 -1.464 -4.015
H 2.919 -0.242 -3.986
H 2.519 -1.969 -4.143
P -1.687 0.820 -2.514
C -1.712 2.609 -2.452
H -2.639 2.986 -2.917
H -0.851 3.018 -3.000
H -1.672 2.971 -1.414
C -1.770 0.195 -4.191
H -2.606 0.677 -4.721
H -1.909 -0.894 -4.197
H -0.825 0.437 -4.703
C -2.921 0.118 -1.423
H -3.917 0.492 -1.706
H -2.682 0.427 -0.392
H -2.913 -0.978 -1.479
Ir 0.531 -1.946 -1.455
C 1.128 -1.008 0.130
O 1.561 -0.323 0.974
C -0.046 0.149 -1.882
O 0.819 0.989 -1.612
C -0.102 -3.085 -3.173
C -1.232 -2.798 -2.393
C -1.247 -3.124 -1.039
C -0.147 -3.734 -0.455
C 0.978 -4.030 -1.224
C 0.992 -3.721 -2.587
H -0.026 -2.687 -4.183
H -2.048 -2.233 -2.821
H -2.080 -2.817 -0.413
H -0.130 -3.910 0.610
H 1.860 -4.431 -0.743
H 1.899 -3.874 -3.162
O -1.215 1.213 0.985
C -1.088 2.395 1.333
C -2.166 3.150 2.084
C -1.771 3.534 3.509
C -0.939 4.817 3.579
C 0.422 4.714 2.904
C 0.361 4.461 1.394
N 0.057 3.075 1.047
H -2.438 4.043 1.501
H -3.043 2.493 2.113
H -2.691 3.680 4.090
H -1.229 2.707 3.991
H -1.509 5.639 3.126
H -0.788 5.071 4.634
H 0.957 5.661 3.050
H 1.026 3.931 3.380
H -0.380 5.142 0.941
H 1.337 4.695 0.950
H 0.667 2.602 0.381
*
```


6 unconnected molecules or ions with the total composition C23H44N2O9, computed with the ωB97M-V functional and the def2-TZVPD basis.

Computed properties:
SMILES   CC(=O)OCc1cc2c(cc1CCN)C(=O)NC2=O.CCO.CCO.CCO.CCO.CCO
Energy relative to the best compared isomer or geometry (same formula, charge and spin)   0.0 kJ/mol
E_LUMO   -0.011 Ha
Gap between HOMO and LUMO   9.2 eV

ORCA input file:
```
! RIJCOSX wB97M-V def2-TZVPD def2/J DEFGRID3
* xyz 0 1
C 2.854 -3.432 0.035
C 2.029 -3.861 -1.146
O 1.366 -4.853 -1.101
O 2.061 -3.154 -2.303
C 2.328 -1.759 -2.207
C 1.177 -0.964 -1.658
C 0.006 -1.576 -1.211
C -1.014 -0.783 -0.711
C -0.919 0.582 -0.665
C 0.232 1.208 -1.108
C 1.296 0.442 -1.598
C 2.548 1.192 -1.991
C 3.433 1.463 -0.777
N 4.390 0.361 -0.577
C -2.177 1.144 -0.109
O -2.508 2.280 0.006
N -3.005 0.023 0.235
C -2.339 -1.184 -0.150
O -2.800 -2.271 -0.027
H 3.599 -2.674 -0.168
H 2.189 -3.129 0.835
H 3.370 -4.323 0.374
H 3.229 -1.541 -1.643
H 2.520 -1.421 -3.221
H -0.118 -2.648 -1.255
H 0.316 2.284 -1.057
H 3.113 0.642 -2.735
H 2.270 2.148 -2.419
H 2.857 1.582 0.136
H 3.958 2.401 -0.948
H 5.013 0.321 -1.373
H 4.947 0.510 0.253
H -3.122 0.010 1.249
C 1.893 2.652 3.777
C 3.383 2.684 3.497
O 3.647 3.272 2.223
H 1.374 2.098 2.993
H 1.684 2.181 4.738
H 1.473 3.659 3.794
H 3.790 1.674 3.461
H 3.917 3.238 4.276
H 3.307 4.172 2.239
C 2.079 6.564 -2.608
C 2.345 5.084 -2.804
O 3.327 4.594 -1.891
H 3.000 7.134 -2.731
H 1.342 6.928 -3.324
H 1.703 6.758 -1.600
H 2.734 4.895 -3.803
H 1.417 4.512 -2.686
H 2.998 4.740 -0.999
C -2.878 2.127 3.915
C -1.625 2.359 4.739
O -1.076 3.657 4.515
H -2.662 2.251 2.852
H -3.277 1.124 4.079
H -3.654 2.850 4.176
H -0.849 1.647 4.462
H -1.838 2.232 5.806
H -1.743 4.303 4.765
C 0.015 -7.258 -2.880
C -1.253 -8.004 -3.249
O -1.038 -8.947 -4.300
H 0.416 -6.736 -3.750
H -0.166 -6.530 -2.093
H 0.784 -7.954 -2.534
H -2.012 -7.312 -3.611
H -1.658 -8.524 -2.375
H -0.378 -9.576 -3.996
C -7.168 -1.678 0.751
C -7.383 -0.366 1.484
O -6.149 0.288 1.766
H -6.534 -2.342 1.339
H -8.118 -2.180 0.558
H -6.667 -1.509 -0.204
H -7.866 -0.539 2.444
H -8.024 0.300 0.896
H -5.709 0.460 0.926
*
```


A molecular structure, C23H44N3O2S5SiTi, computed with the ωB97M-V functional and the def2-TZVPD basis.

Computed properties:
Energy relative to the best compared isomer or geometry (same formula, charge and spin)   57.9 kJ/mol
E_LUMO   -0.116 Ha
Gap between HOMO and LUMO   7.6 eV

ORCA input file:
```
! RIJCOSX wB97M-V def2-TZVPD def2/J DEFGRID3
* xyz 1 1
Ti 0.848 -0.192 -1.601
C 5.046 1.023 -3.113
C 4.881 -0.373 -2.522
S 3.548 -0.649 -1.306
C 4.038 0.454 0.051
C 3.641 1.913 -0.132
S 1.892 2.084 -0.637
C 1.898 3.163 -2.129
C 3.151 3.203 -2.993
S 3.513 1.648 -3.881
H 5.784 0.967 -3.913
H 5.414 1.738 -2.380
H 5.801 -0.681 -2.024
H 4.651 -1.093 -3.308
H 5.118 0.365 0.173
H 3.551 0.033 0.932
H 4.256 2.406 -0.876
H 3.742 2.444 0.813
H 1.675 4.168 -1.769
H 1.057 2.789 -2.712
H 4.034 3.533 -2.449
H 2.965 3.934 -3.780
C 2.021 -5.522 -0.292
Si 1.775 -4.674 1.363
C 3.423 -4.587 2.282
C 0.484 -5.575 2.401
C 1.212 -2.846 1.337
C 1.124 -2.194 2.562
C 0.827 -0.833 2.643
C 0.661 -0.131 1.480
N 0.717 -0.721 0.270
C 0.951 -2.069 0.199
S 0.878 -2.640 -1.443
H 2.413 -6.527 -0.113
H 2.738 -4.999 -0.924
H 1.089 -5.620 -0.846
H 3.811 -5.593 2.450
H 3.319 -4.105 3.256
H 4.174 -4.033 1.715
H 0.788 -6.609 2.575
H -0.487 -5.591 1.904
H 0.355 -5.100 3.375
H 1.297 -2.753 3.475
H 0.751 -0.329 3.596
H 0.483 0.937 1.485
C -4.520 4.004 1.936
C -3.445 4.988 1.476
C -2.431 4.395 0.495
C -1.520 3.322 1.103
N -2.113 1.989 1.115
C -2.061 1.101 0.112
S -1.260 1.431 -1.367
N -2.679 -0.065 0.305
C -3.012 -1.024 -0.751
C -4.256 -0.610 -1.540
C -5.461 -0.245 -0.671
C -5.966 -1.404 0.186
H -5.303 4.522 2.488
H -4.113 3.239 2.602
H -4.987 3.509 1.081
H -2.912 5.379 2.347
H -3.934 5.834 0.991
H -1.793 5.204 0.129
H -2.943 3.973 -0.373
H -1.273 3.587 2.133
H -0.598 3.262 0.534
H -2.747 1.796 1.876
H -3.205 -0.177 1.161
H -3.165 -1.985 -0.262
H -2.160 -1.117 -1.421
H -4.530 -1.440 -2.195
H -3.998 0.240 -2.175
H -6.266 0.075 -1.334
H -5.225 0.615 -0.036
H -6.225 -2.256 -0.445
H -6.856 -1.112 0.743
H -5.217 -1.738 0.909
O 0.991 0.377 -3.283
O -0.125 -0.434 -3.061
*
```


What is the formula in the third record? C23H44N2O9